C29H37Br4F3N2O6SSi2TeY | the ωB97M-V functional and the def2-TZVPD basis

DFT total energy = -369198.78268 eV
LUMO energy = 0.0739 Ha
Total charge = -1
Relative energy (zero: lowest compared OMol25 entry of this formula, charge and spin) = 12.5 kcal/mol

Last column: Mulliken charge in e.
Cartesian coordinates (Å):
Y 1.91 0.21 -0.09  0.7937
O 1.06 -0.30 -2.18  -0.1042
N 1.39 0.24 -3.34  0.4526
C 1.23 -0.53 -4.44  -0.3341
C 1.49 -0.05 -5.69  -0.9628
C 1.93 1.27 -5.82  -0.1408
C 2.09 2.04 -4.69  -0.8802
C 1.83 1.53 -3.40  0.5908
S 2.04 2.45 -1.98  -0.4074
H 0.89 -1.53 -4.23  0.5545
H 1.36 -0.70 -6.55  0.4074
H 2.15 1.68 -6.79  0.3655
H 2.44 3.06 -4.75  0.4369
Br 7.60 -4.29 0.36  -0.2195
C 6.54 -2.72 0.23  0.2344
C 7.11 -1.47 0.29  0.1440
Br 8.98 -1.27 0.51  -0.2022
C 6.30 -0.32 0.19  -0.0872
Br 7.01 1.43 0.30  -0.1606
C 4.92 -0.42 0.03  0.8765
O 4.10 0.59 -0.06  -0.7018
C 4.33 -1.72 -0.04  -0.5425
O 3.03 -1.77 -0.18  0.0710
C 5.14 -2.84 0.08  -0.2932
Br 4.27 -4.52 0.00  -0.1841
C 1.45 -0.52 4.56  -1.7136
C 2.04 0.15 3.34  2.3226
C 3.42 0.73 3.59  -1.8200
O 2.09 -0.80 2.25  -0.4017
C 1.08 1.21 2.73  -0.0052
O 0.01 1.48 3.26  -0.6890
O 1.52 1.68 1.62  -0.8792
H 2.11 -1.32 4.91  0.3845
H 0.47 -0.95 4.32  0.2425
H 1.31 0.21 5.36  0.3706
H 4.10 -0.05 3.93  0.4071
H 3.37 1.51 4.36  0.4575
H 3.81 1.17 2.67  0.4003
H 2.91 -1.31 2.25  0.0735
F -1.73 -5.96 1.84  -0.2640
C -2.29 -5.10 0.98  0.7522
F -2.52 -5.79 -0.15  -0.2794
F -3.48 -4.76 1.49  -0.2729
C -1.41 -3.90 0.74  0.5884
C -0.41 -3.96 -0.21  -1.2814
C 0.39 -2.84 -0.39  -0.7384
N 0.22 -1.72 0.31  1.5643
C -0.74 -1.69 1.24  -0.7364
C -1.58 -2.75 1.49  -1.0796
H -0.25 -4.85 -0.81  0.5016
H 1.20 -2.84 -1.10  0.4696
H -0.84 -0.76 1.80  0.4609
H -2.35 -2.68 2.24  0.5123
C -1.99 -1.35 -2.85  -0.4024
Si -3.24 -0.15 -2.17  0.0989
C -4.02 -0.85 -0.62  -0.7575
C -4.62 0.08 -3.44  -1.1197
C -2.44 1.53 -1.91  -0.9110
Te -1.13 1.83 -0.23  -0.2227
C -2.65 1.81 1.29  -0.2681
Si -3.03 3.57 1.83  0.2699
C -3.84 4.45 0.38  -1.0547
C -4.25 3.50 3.26  -1.1268
C -1.50 4.47 2.37  -0.9250
H -2.35 -2.38 -2.80  0.4098
H -1.05 -1.28 -2.31  -0.3780
H -1.78 -1.13 -3.90  0.3615
H -4.40 -1.86 -0.82  0.3532
H -4.85 -0.24 -0.27  0.3869
H -3.29 -0.92 0.19  0.0201
H -5.10 -0.87 -3.67  0.2986
H -4.22 0.49 -4.37  0.3078
H -5.38 0.77 -3.07  0.2782
H -3.19 2.32 -1.87  0.5015
H -1.80 1.75 -2.78  0.5334
H -2.27 1.22 2.12  0.3206
H -3.54 1.33 0.89  0.1516
H -4.76 3.93 0.07  0.3067
H -3.16 4.49 -0.47  0.2892
H -4.11 5.48 0.65  0.3555
H -5.16 2.96 2.97  0.3175
H -4.54 4.50 3.59  0.3166
H -3.81 2.98 4.11  0.3085
H -0.79 4.54 1.54  0.3006
H -1.00 3.93 3.17  0.2298
H -1.73 5.49 2.70  0.3958

***

C29H37N2O2 | the ωB97M-V functional and the def2-TZVPD basis

SMILES = COc1cccc(C[N@H+]2CC[C@H](N(CCc3ccccc3)Cc3ccccc3)CC2)c1OC
DFT total energy = -37742.70027 eV
LUMO energy = -0.0734 Ha
Total charge = +1
Relative energy (zero: lowest compared OMol25 entry of this formula, charge and spin) = 12.9 kcal/mol

Last column: natural (NBO) charge in e.
Cartesian coordinates (Å):
C 6.67 0.43 2.40  -0.2561
H 6.76 1.46 2.73  0.2118
H 6.47 -0.21 3.25  0.1863
H 7.61 0.13 1.92  0.1877
O 5.60 0.43 1.48  -0.5015
C 5.28 -0.72 0.84  0.2531
C 5.90 -1.95 1.09  -0.2676
C 5.49 -3.10 0.44  -0.1884
C 4.47 -3.06 -0.48  -0.2076
C 3.86 -1.85 -0.78  -0.1178
C 4.26 -0.67 -0.13  0.3048
O 3.55 0.46 -0.47  -0.5685
C 4.15 1.75 -0.40  -0.2404
H 5.15 1.74 -0.84  0.1930
H 4.21 2.10 0.63  0.2024
H 3.50 2.40 -0.97  0.1987
C 2.77 -1.77 -1.82  -0.2299
N 1.57 -1.09 -1.30  -0.3786
H 1.94 -0.21 -0.89  0.4787
C 0.91 -1.85 -0.21  -0.2259
C -0.14 -0.97 0.46  -0.4455
H -0.61 -1.53 1.26  0.2418
H 0.35 -0.10 0.89  0.2165
C -1.20 -0.52 -0.57  -0.0251
N -2.27 0.30 -0.05  -0.4632
C -3.48 -0.41 0.33  -0.1966
H -3.53 -0.58 1.42  0.1799
C -4.74 0.37 -0.11  -0.4225
C -5.97 -0.43 0.22  -0.0404
C -6.57 -0.31 1.46  -0.1624
C -7.69 -1.06 1.78  -0.2180
C -8.21 -1.95 0.86  -0.2124
C -7.62 -2.08 -0.38  -0.2011
C -6.50 -1.32 -0.70  -0.2137
H -6.05 -1.42 -1.68  0.2043
H -8.03 -2.76 -1.11  0.2165
H -9.08 -2.54 1.11  0.2190
H -8.15 -0.95 2.75  0.2168
H -6.17 0.39 2.19  0.1978
H -4.67 0.54 -1.19  0.2143
H -4.78 1.33 0.39  0.2076
H -3.51 -1.38 -0.16  0.1988
C -1.92 1.32 0.93  -0.2366
C -1.02 2.40 0.38  -0.0551
C 0.22 2.67 0.95  -0.2302
C 1.02 3.68 0.44  -0.2142
C 0.60 4.41 -0.66  -0.2154
C -0.63 4.15 -1.23  -0.2183
C -1.44 3.15 -0.71  -0.1537
H -2.40 2.95 -1.15  0.2148
H -0.97 4.73 -2.07  0.2227
H 1.23 5.20 -1.05  0.2221
H 1.97 3.89 0.90  0.2160
H 0.54 2.12 1.82  0.2098
H -1.48 0.89 1.84  0.1749
H -2.85 1.80 1.22  0.2243
C -0.47 0.18 -1.73  -0.4312
C 0.58 -0.73 -2.34  -0.2122
H 1.10 -0.22 -3.15  0.2283
H 0.13 -1.65 -2.72  0.2142
H -1.21 0.45 -2.49  0.2475
H -0.01 1.10 -1.38  0.2293
H -1.66 -1.42 -0.98  0.2009
H 1.68 -2.15 0.51  0.2417
H 0.46 -2.74 -0.64  0.2164
H 3.13 -1.20 -2.68  0.2368
H 2.50 -2.77 -2.16  0.2319
H 4.15 -3.95 -0.98  0.2211
H 5.98 -4.03 0.67  0.2320
H 6.69 -2.01 1.82  0.2356

***

C29H37N4O2 | the ωB97M-V functional and the def2-TZVPD basis

DFT total energy = -40721.50310 eV
LUMO energy = -0.1440 Ha
Total charge = +1
Relative energy (zero: lowest compared OMol25 entry of this formula, charge and spin) = 30.7 kcal/mol

Last column: Mulliken charge in e.
Cartesian coordinates (Å):
C 0.27 -2.71 2.79  -1.8260
N 1.42 -2.76 1.89  0.5519
C 2.19 -4.02 2.29  -0.1179
C 3.67 -3.84 2.58  -0.6868
O 4.20 -2.72 1.88  -0.4502
C 3.60 -1.52 2.38  -0.6822
C 2.13 -1.42 2.01  0.3835
H 0.65 -2.57 3.81  0.5661
H -0.37 -1.87 2.52  0.3820
H -0.26 -3.67 2.75  0.5302
H 1.72 -4.44 3.20  0.3253
H 2.08 -4.76 1.49  -0.0266
H 3.82 -3.74 3.68  0.3332
H 4.21 -4.72 2.20  0.3837
H 3.68 -1.47 3.48  0.3588
H 4.16 -0.70 1.90  0.3780
H 1.99 -0.86 1.07  -0.4458
H 1.63 -0.84 2.81  0.3280
C -3.93 2.42 -2.13  -0.9560
N -2.60 1.93 -1.86  0.3083
C -1.51 2.75 -1.94  0.3846
O -1.55 3.96 -2.17  -0.6929
C -0.28 1.89 -1.67  0.3553
C 0.76 2.51 -0.72  -0.4472
C 1.26 3.82 -1.19  0.4413
C 2.04 4.11 -2.31  -0.7310
N 2.17 5.48 -2.41  -0.0308
C 1.51 6.10 -1.35  -0.5099
C 1.29 7.44 -1.09  -0.7917
C 0.48 7.77 0.01  -0.4991
C -0.10 6.76 0.80  -0.8377
C 0.11 5.41 0.53  -0.2982
C 0.93 5.07 -0.55  0.7934
N -0.87 0.65 -1.15  0.4476
C -0.08 -0.37 -0.74  -0.3914
C -0.53 -1.62 -0.32  0.4434
C 0.32 -2.70 0.00  -0.3978
C -0.25 -4.05 0.10  0.1858
C 0.55 -5.19 -0.13  -0.1709
C 0.02 -6.49 -0.02  -0.8156
C -1.31 -6.66 0.37  -0.4781
C -2.14 -5.54 0.57  -0.7494
C -1.62 -4.24 0.43  -0.4442
C -2.33 0.58 -1.37  0.0340
C -3.12 0.33 -0.07  -1.4546
C -2.74 -0.44 -2.44  -1.4862
H -3.87 3.45 -2.49  0.3540
H -4.42 1.80 -2.89  0.3048
H -4.55 2.39 -1.22  0.3124
H 0.21 1.69 -2.65  0.0802
H 0.32 2.63 0.28  0.3537
H 1.60 1.80 -0.62  0.4153
H 2.47 3.43 -3.03  0.4196
H 2.67 5.98 -3.14  0.1983
H 1.75 8.19 -1.74  0.3814
H 0.30 8.82 0.25  0.3783
H -0.72 7.04 1.65  0.3780
H -0.35 4.60 1.10  0.3324
H 1.00 -0.16 -0.80  0.7726
H -1.61 -1.76 -0.30  -0.2403
H 1.37 -2.61 -0.31  0.5618
H 1.59 -5.06 -0.42  0.6195
H 0.67 -7.35 -0.21  0.4037
H -1.70 -7.66 0.55  0.3958
H -3.18 -5.66 0.87  0.4153
H -2.27 -3.38 0.59  0.3909
H -2.99 1.18 0.62  0.3817
H -4.19 0.23 -0.32  0.5003
H -2.80 -0.58 0.43  0.2680
H -2.46 -0.08 -3.44  0.3916
H -2.28 -1.41 -2.26  0.2811
H -3.84 -0.56 -2.41  0.4534

***

What is the formula in the first record? C29H37Br4F3N2O6SSi2TeY